Record 1
Below is an isolated molecule of C4H4O in a non-equilibrium geometry, with properties calculated with ωB97M-V/def2-TZVPD.

```
! RIJCOSX wB97M-V def2-TZVPD def2/J DEFGRID3
* xyz 0 1
C -0.3188 -0.6167 -0.7339
C 0.7252 -0.7306 0.2301
C 0.8436 0.4994 0.8079
O -0.1123 1.3250 0.3204
C -0.8518 0.6067 -0.5706
H -0.5955 -1.4399 -1.3764
H 0.5565 -1.6682 0.7172
H 1.5212 0.9684 1.5120
H -1.7683 1.0559 -0.9067
*
```

The value obtained for the HOMO-LUMO gap is 9.96 eV. The value obtained for the HOMO energy is -8.832 eV. The SMILES is c1ccoc1. Its calculated total energy is -229.98873 hartree. The value obtained for the relative energy (zero: lowest compared OMol25 entry of this formula, charge and spin) is 103.0 kJ/mol.

=====

Record 2
Below is an isolated molecule of C4H4O in a non-equilibrium geometry, with properties calculated with ωB97M-V/def2-TZVPD.

```
! RIJCOSX wB97M-V def2-TZVPD def2/J DEFGRID3
* xyz 0 1
C -1.8468 0.0373 0.0358
C 0.2760 0.0246 0.5392
C -0.7409 1.0113 0.0070
C -0.7586 -1.0460 -0.0069
O -3.0509 0.0050 0.0712
H 1.2062 -0.0772 0.1463
H 0.2839 -0.1297 1.5348
H -0.6567 1.6665 -0.8471
H -0.3797 -1.6635 -0.8046
*
```

The value obtained for the HOMO-LUMO gap is 8.26 eV. The value obtained for the HOMO energy is -9.068 eV. Its calculated total energy is -229.90312 hartree. The value obtained for the relative energy (zero: lowest compared OMol25 entry of this formula, charge and spin) is 327.7 kJ/mol.

=====

Record 3
Below is an isolated molecule of C4H4O, with properties calculated with ωB97M-V/def2-TZVPD.

```
! RIJCOSX wB97M-V def2-TZVPD def2/J DEFGRID3
* xyz 0 1
C -1.4617 0.5728 1.4590
C -0.5516 0.5624 0.5212
C 0.2268 0.2438 -0.4573
C 1.0041 -0.7230 -1.1729
O 0.8257 0.6615 -1.6061
H -2.4582 0.2097 1.2185
H -1.2755 0.8954 2.4795
H 2.0023 -0.9840 -0.8327
H 0.4793 -1.4576 -1.7809
*
```

The value obtained for the HOMO-LUMO gap is 10.16 eV. The value obtained for the HOMO energy is -9.139 eV. The SMILES is C=C=C1CO1. Its calculated total energy is -229.92262 hartree. The value obtained for the relative energy (zero: lowest compared OMol25 entry of this formula, charge and spin) is 276.5 kJ/mol.

=====

Record 4
Below is a cluster of 2 separate species, C4H4O in total in a non-equilibrium geometry, with properties calculated with ωB97M-V/def2-TZVPD.

```
! RIJCOSX wB97M-V def2-TZVPD def2/J DEFGRID3
* xyz 0 1
C -1.1421 -0.6226 0.1568
C 0.8215 0.1660 -0.7502
C 0.2707 -0.6966 0.3904
C -0.4099 0.5470 -0.0854
O -2.2020 -1.0867 0.4331
H 1.6747 0.8187 -0.5507
H 0.7762 -0.3550 -1.7930
H 0.7645 -0.9390 1.3407
H -0.5535 2.1682 0.8584
*
```

The value obtained for the HOMO-LUMO gap is 8.93 eV. The value obtained for the HOMO energy is -9.604 eV. Its calculated total energy is -229.83131 hartree. The value obtained for the relative energy (zero: lowest compared OMol25 entry of this formula, charge and spin) is 516.3 kJ/mol.

=====

Record 5
Below is an isolated molecule of C4H4O in a non-equilibrium geometry, with properties calculated with ωB97M-V/def2-TZVPD.

```
! RIJCOSX wB97M-V def2-TZVPD def2/J DEFGRID3
* xyz 0 1
C -0.0569 -1.4771 -0.6157
C -0.5644 -0.2770 -0.3086
C 0.3294 0.6082 0.5044
C 0.1302 1.8981 0.7341
O 0.0671 2.9662 1.1355
H -0.6646 -2.1655 -1.1016
H 0.8829 -1.7191 -0.2796
H -1.4724 -0.0398 -0.8253
H 1.3487 0.2060 0.7569
*
```

The value obtained for the HOMO-LUMO gap is 9.01 eV. The value obtained for the HOMO energy is -8.360 eV. The SMILES is C=CC=C=O. Its calculated total energy is -229.98505 hartree. The value obtained for the relative energy (zero: lowest compared OMol25 entry of this formula, charge and spin) is 112.6 kJ/mol.

=====

Record 6
Below is a structure of composition C4H4O, with properties calculated with ωB97M-V/def2-TZVPD.

```
! RIJCOSX wB97M-V def2-TZVPD def2/J DEFGRID3
* xyz 0 1
C -1.3211 0.3961 0.2820
C -0.2058 -0.2764 -0.2773
O -0.6198 -1.1544 -1.1205
C 1.1929 -0.0699 -0.0584
C 2.3624 0.1383 0.1438
H -1.6677 -0.4988 -0.8741
H -1.2373 1.4134 0.6589
H -1.9058 -0.2635 0.9285
H 3.4023 0.3153 0.3171
*
```

The value obtained for the HOMO-LUMO gap is 8.64 eV. The value obtained for the HOMO energy is -8.931 eV. Its calculated total energy is -229.87182 hartree. The value obtained for the relative energy (zero: lowest compared OMol25 entry of this formula, charge and spin) is 409.9 kJ/mol.